1.
The following is a DFT calculation (ωB97M-V with the def2-TZVPD basis set) of a 8-piece molecular cluster, C15H8Cl28FNO2 overall.

```
! RIJCOSX wB97M-V def2-TZVPD def2/J DEFGRID3
* xyz 0 1
C -1.769 3.419 2.280
N -0.274 3.221 2.395
C 0.389 2.968 1.052
C 1.141 1.515 1.145
C 1.701 1.098 2.493
C 2.408 -0.417 2.523
O 3.557 -0.666 3.170
C 1.583 -1.568 1.632
F 1.391 -2.950 2.182
C 1.018 -1.150 0.287
C 1.293 0.446 -0.132
O 1.643 0.803 -1.370
H -2.161 3.645 3.385
H -2.345 2.429 1.947
H -2.045 4.313 1.564
H 0.198 3.981 2.933
H -0.442 2.874 0.203
H 1.096 3.844 0.697
H 1.651 1.761 3.459
H 0.392 -1.882 -0.402
Cl 3.713 2.402 -3.538
C 3.011 1.181 -4.629
Cl 3.805 1.281 -6.221
Cl 3.262 -0.443 -3.941
Cl 1.266 1.485 -4.816
Cl -0.597 -5.454 0.796
C 0.288 -6.331 2.070
Cl 0.177 -8.084 1.771
Cl 1.998 -5.832 2.056
Cl -0.428 -5.953 3.657
Cl -0.559 2.682 -2.350
C -1.769 3.653 -3.229
Cl -3.305 2.755 -3.309
Cl -2.026 5.195 -2.375
Cl -1.183 3.978 -4.880
Cl -4.956 -1.736 -3.264
C -5.438 -0.351 -2.252
Cl -6.907 -0.769 -1.335
Cl -4.122 0.043 -1.118
Cl -5.768 1.058 -3.292
Cl 5.399 -5.710 4.563
C 4.467 -7.165 4.997
Cl 4.900 -8.498 3.897
Cl 4.844 -7.633 6.675
Cl 2.725 -6.819 4.854
Cl 1.528 -3.483 -3.892
C 0.596 -4.938 -3.458
Cl 1.029 -6.271 -4.557
Cl 0.973 -5.406 -1.780
Cl -1.146 -4.592 -3.601
Cl -3.292 7.078 1.389
C -3.240 8.414 0.211
Cl -4.897 8.985 -0.113
Cl -2.270 9.753 0.875
Cl -2.502 7.840 -1.306
*
```

The calculation puts the LUMO energy at -1.738 eV. For the HOMO energy, the calculation gives -9.5 eV. Its gap between HOMO and LUMO is 7.80 eV. The value obtained for the strongest force on any atom is 8.69 eV/A. Its structure (SMILES) is CNCC1=CC(=O)C(F)=CC1=O.ClC(Cl)(Cl)Cl.ClC(Cl)(Cl)Cl.ClC(Cl)(Cl)Cl.ClC(Cl)(Cl)Cl.ClC(Cl)(Cl)Cl.ClC(Cl)(Cl)Cl.ClC(Cl)(Cl)Cl. For the total energy, the calculation gives -13766.4401 a.u.

Atomic partial charges in e from the Mulliken method, atoms 1 to 2: number 1, C, carries -0.584; number 2, N, carries -0.290


2.
The following is a DFT calculation (ωB97M-V with the def2-TZVPD basis set) of C15H8Cl5CrIN2O5 as an isolated structure.

```
! RIJCOSX wB97M-V def2-TZVPD def2/J DEFGRID3
* xyz 1 2
Cr -0.084 -0.267 -0.733
O 3.711 1.309 -1.075
C 2.444 1.042 -0.918
O 1.905 0.010 -1.321
C 1.607 2.074 -0.269
C 1.941 3.358 0.092
C 0.912 4.179 0.561
C -0.384 3.693 0.616
C -0.611 2.380 0.243
N 0.370 1.597 -0.160
C -1.927 1.668 0.191
O -2.958 2.160 0.536
O -1.758 0.423 -0.287
H 4.147 0.562 -1.523
H 2.958 3.710 -0.008
H 1.126 5.197 0.855
H -1.224 4.295 0.938
Cl -0.422 0.659 2.784
C 0.328 -0.848 2.321
C 0.514 -1.180 0.983
C 1.123 -2.407 0.748
Cl 1.405 -2.887 -0.919
C 1.535 -3.277 1.751
Cl 2.291 -4.769 1.362
C 1.324 -2.915 3.076
Cl 1.813 -3.968 4.342
C 0.715 -1.697 3.363
Cl 0.456 -1.255 5.002
N -3.489 -2.045 -1.581
C -2.319 -1.644 -2.034
O -1.281 -1.820 -1.369
C -2.277 -1.050 -3.421
I -0.885 0.543 -3.514
H -3.538 -2.443 -0.654
H -4.338 -1.916 -2.104
H -3.231 -0.667 -3.764
H -1.902 -1.805 -4.108
*
```

The relative energy (zero: lowest compared OMol25 entry of this formula, charge and spin) is 0.351 eV. The calculation puts the LUMO energy (spin up / spin down) at -4.209 / -4.240 eV. For the HOMO energy (spin up / spin down), the calculation gives -11.4 / -11.4 eV. Its gap between HOMO and LUMO (spin up / spin down) is 7.20 / 7.15 eV. The value obtained for the strongest force on any atom is 0.79 eV/A. For the total energy, the calculation gives -4705.0990 a.u.

Atomic partial charges in e from the Mulliken method, atoms 1 to 2: number 1, Cr, carries 0.124; number 2, O, carries -0.407


3.
The following is a DFT calculation (ωB97M-V with the def2-TZVPD basis set) of C15H8N3O5V as an isolated structure.

```
! RIJCOSX wB97M-V def2-TZVPD def2/J DEFGRID3
* xyz 2 3
O 1.079 1.084 -7.291
C 0.902 0.558 -6.287
V -0.621 -0.256 -3.026
O -0.443 2.066 -4.961
C -0.553 1.210 -4.160
C -2.468 0.090 -2.568
O -3.603 0.244 -2.345
C 1.571 -0.533 -3.520
O 2.033 -1.638 -3.308
C -0.877 -1.750 -4.153
O -1.167 -2.637 -4.855
H 2.290 0.234 -3.936
N -0.786 1.044 7.519
C -0.478 0.983 6.388
C -0.131 0.855 5.003
C -0.877 1.521 4.026
C -0.629 1.279 2.674
C 0.330 0.331 2.313
C 1.152 -0.275 3.270
C 0.930 0.011 4.623
N 0.319 -0.220 1.019
C 0.610 -1.552 0.695
C 0.289 -1.734 -0.603
N -0.203 -0.517 -1.089
C -0.204 0.371 -0.083
H -1.620 2.255 4.329
H -1.164 1.809 1.895
H 1.961 -0.944 2.954
H 1.576 -0.416 5.395
H 0.987 -2.247 1.410
H 0.377 -2.617 -1.217
H -0.580 1.393 -0.109
*
```

The calculation puts the LUMO energy (spin up / spin down) at -11.147 / -10.820 eV. For the HOMO energy (spin up / spin down), the calculation gives -15.0 / -15.0 eV. Its gap between HOMO and LUMO (spin up / spin down) is 3.82 / 4.17 eV. The value obtained for the strongest force on any atom is 9.22 eV/A. For the total energy, the calculation gives -2060.0745 a.u.

Atomic partial charges in e from the Mulliken method, atoms 1 to 2: number 1, O, carries -0.130; number 2, C, carries 0.080


4.
The following is a DFT calculation (ωB97M-V with the def2-TZVPD basis set) of a 2-piece molecular cluster, C15H9Cl4O3 overall.

```
! RIJCOSX wB97M-V def2-TZVPD def2/J DEFGRID3
* xyz -1 1
Cl -0.221 0.136 2.663
C 0.935 1.147 1.877
C 2.285 0.948 2.111
Cl 2.885 -0.537 2.728
C 3.278 2.019 1.910
O 4.436 1.948 2.316
C 2.776 3.268 1.162
O 3.584 4.095 0.757
C 1.339 3.376 0.917
Cl 0.804 4.825 0.195
C 0.469 2.339 1.188
Cl -1.162 2.404 0.660
C -0.358 -3.415 1.689
C -1.146 -2.599 0.715
C -0.432 -1.606 -0.006
C -0.985 -0.972 -1.125
C -2.347 -1.139 -1.507
C -2.836 -0.572 -2.664
C -1.984 0.192 -3.476
C -0.636 0.375 -3.117
C -0.139 -0.171 -1.945
O -2.383 -2.821 0.586
H 0.361 -2.802 2.233
H -1.038 -3.893 2.387
H 0.184 -4.174 1.122
H 0.619 -1.443 0.215
H -2.992 -1.756 -0.884
H -3.876 -0.730 -2.946
H -2.365 0.661 -4.380
H 0.044 0.940 -3.759
H 0.898 -0.044 -1.621
*
```

The relative energy (zero: lowest compared OMol25 entry of this formula, charge and spin) is 0.911 eV. The calculation puts the LUMO energy at -0.067 eV. For the HOMO energy, the calculation gives -2.8 eV. Its gap between HOMO and LUMO is 2.78 eV. The value obtained for the strongest force on any atom is 1.91 eV/A. For the total energy, the calculation gives -2643.4722 a.u.

Atomic partial charges in e from the Mulliken method, atoms 1 to 2: number 1, Cl, carries -0.075; number 2, C, carries 0.122